{"formula": "C5H12OS2", "method": "wB97M-V/def2-TZVPD", "orbital_gap_ha": 0.3326, "smiles": "COCC(SC)SC", "total_energy_ha": -1069.1768, "e_above_lowest_ev": 3.901, "mol_weight_g_mol": 152.28, "e_homo_ev": -8.3, "symbols": ["C", "O", "C", "C", "S", "C", "S", "C", "H", "H", "H", "H", "H", "H", "H", "H", "H", "H", "H", "H"], "xyz": [[2.79890, -0.56468, -0.08492], [1.62713, -0.62414, 0.54861], [0.55258, 0.34853, 0.69225], [0.14963, 0.68241, -0.66903], [-0.62119, -0.82081, -1.56971], [-0.96325, -1.81975, -0.16877], [-0.98853, 2.21331, -0.75543], [-2.39639, 1.69549, 0.27622], [3.61960, -1.14598, 0.32898], [2.69810, -0.90775, -1.20268], [3.29547, 0.56332, -0.20739], [0.78682, 1.34141, 1.47747], [-0.28202, -0.35957, 1.28444], [1.03574, 0.98976, -1.34578], [-1.63155, -2.73317, -0.47234], [-0.06623, -2.38122, 0.16035], [-1.55152, -1.36394, 0.55780], [-2.07187, 0.98526, 1.18342], [-2.96029, 2.60068, 0.61172], [-3.03112, 1.30087, -0.64521]], "atomic_forces_ev_per_a": [[2.6867, 3.4453, -4.4111], [-2.2097, -0.5555, 2.9997], [0.6298, -0.7381, 3.7551], [-1.1490, 1.5991, -2.8722], [0.4987, 1.4423, 0.1416], [-0.3840, -4.5694, -1.4695], [1.6015, -0.5793, 0.6111], [-0.8664, -1.1150, -1.1506], [-0.4539, -0.2826, 0.6047], [0.1436, 0.4651, 1.7161], [-1.3314, -2.4143, 0.5012], [-0.3329, -2.7960, -2.5646], [2.4154, 2.4995, -1.4694], [-1.3752, -0.4095, 1.2997], [0.9206, 1.7692, -0.0851], [-0.4031, 0.9100, 0.4249], [-0.7144, 0.7810, 1.3659], [-1.1433, 1.5433, -2.3042], [0.8084, -0.7198, 0.0374], [0.6584, -0.2753, 2.8693]], "mulliken_charge": [-0.623, -0.289, -0.641, 0.013, -0.083, -0.829, -0.081, -0.663, 0.268, 0.239, 0.241, 0.154, 0.275, 0.350, 0.318, 0.285, 0.327, 0.160, 0.363, 0.218]}